Record 1
{"formula": "H16O8", "method": "ωB97M-V with the def2-TZVPD basis set", "species": ["H", "O", "O", "H", "H", "H", "H", "H", "H", "H", "O", "H", "H", "H", "H", "O", "O", "H", "O", "O", "H", "H", "H", "O"], "xyz": [[-0.73231, 10.06554, 9.34379], [-4.11852, 10.32444, 11.72014], [-7.54847, 11.11614, 12.81790], [-2.03915, 12.80966, 13.76066], [-4.95309, 10.75994, 15.17376], [-4.91154, 10.86431, 11.85526], [-7.07058, 10.31059, 13.03604], [-7.14233, 11.78600, 13.38172], [-3.70496, 7.54654, 12.46857], [-4.15288, 11.48288, 14.08382], [-1.14534, 10.22802, 12.13274], [-5.14335, 13.19892, 13.71085], [-3.30485, 8.44041, 11.31309], [-5.76657, 14.51111, 14.18108], [-2.03757, 11.33742, 13.30746], [-5.56862, 14.00666, 13.38623], [-2.32499, 11.93112, 14.03090], [-3.74906, 10.64538, 10.88778], [-5.06625, 11.32116, 14.40066], [-1.59988, 10.48481, 9.27901], [-1.41050, 10.43064, 11.21679], [-2.13503, 9.86024, 8.77339], [-0.60470, 9.43486, 12.06988], [-3.06443, 7.61538, 11.75542]], "forces_ev_per_a": [[-0.031, 0.076, -0.219], [-0.115, 0.285, -0.294], [-0.014, 0.006, -0.134], [-0.031, -0.019, 0.049], [-0.001, 0.102, 0.024], [-0.013, -0.171, 0.032], [0.005, 0.041, 0.108], [0.058, -0.031, -0.065], [0.011, 0.071, 0.011], [0.089, -0.152, 0.282], [0.145, 0.266, -0.528], [-0.265, 0.182, 0.134], [-0.093, -0.083, 0.406], [0.007, -0.029, -0.019], [0.132, 0.013, 0.305], [0.122, -0.079, -0.043], [-0.166, -0.103, -0.332], [-0.051, 0.121, 0.088], [0.183, -0.019, -0.175], [-0.017, -0.190, 0.091], [0.007, -0.135, 0.382], [0.059, 0.061, 0.002], [-0.151, -0.071, 0.208], [0.130, -0.142, -0.311]], "smiles": "O.O.O.O.O.O.O.O", "e_homo_ev": -10.982, "e_lumo_ha": 0.00025, "spin_multiplicity": 1, "relative_energy_kj_mol": 173.7}


Record 2
{"formula": "C6H11NO", "method": "ωB97M-V with the def2-TZVPD basis set", "species": ["H", "N", "C", "C", "H", "H", "C", "H", "H", "H", "H", "H", "C", "O", "C", "C", "H", "H", "H"], "xyz": [[-0.42102, -0.52875, -1.90653], [-0.07534, -2.19648, 2.39174], [-0.96847, -1.58470, 3.07302], [0.74376, 1.72210, -1.67257], [-0.04103, 3.02486, -2.91968], [-1.39257, -2.10046, 3.91239], [0.14159, 0.92687, -0.49961], [1.43921, -1.31789, 1.22611], [1.20424, -0.81493, -1.08542], [-1.42941, -1.62780, 0.02465], [-0.87961, 1.34809, -0.51460], [1.52308, 2.47491, -1.35681], [-0.38401, -1.41798, 0.12089], [-0.32472, 2.55429, -2.13022], [0.14071, -0.59055, -0.95598], [0.38033, -1.58251, 1.24703], [-1.32322, -0.56798, 2.94336], [1.20584, 1.06120, -2.40925], [0.46063, 1.21771, 0.51147]], "forces_ev_per_a": [[0.272, -0.739, 0.596], [-0.816, 2.761, -1.389], [0.265, -1.303, 0.868], [0.920, 2.082, 1.026], [-0.017, 0.101, -0.073], [-0.168, -0.340, 0.352], [-1.059, 1.079, -0.462], [-0.161, -0.074, 0.015], [-0.101, -0.121, -0.378], [-0.485, -0.698, 0.587], [0.014, -0.753, 0.116], [-0.276, -1.225, 0.096], [-0.475, 1.273, -1.344], [-0.004, -0.780, -0.526], [0.645, 0.859, 0.195], [0.779, -1.724, 1.443], [0.302, 0.149, -0.466], [-0.340, 0.101, -0.276], [0.707, -0.649, -0.380]], "charge": 1, "e_homo_ev": [-13.734, -13.730], "e_lumo_ha": [-0.16479, -0.29103], "spin_multiplicity": 2, "s2": 0.76, "relative_energy_kj_mol": 284.0}